{"formula": "C3H13O3S", "method": "ωB97M-V/def2-TZVPD", "fmax_ev_per_a": 4.92, "orbital_gap_ha": 0.2666, "total_charge": -1, "e_above_lowest_kj_mol": 162.1, "symbols": ["C", "C", "C", "S", "H", "H", "H", "H", "H", "H", "H", "H", "H", "O", "H", "H", "O", "H", "H", "O"], "xyz": [[-1.861, 1.257, 2.247], [-0.820, 0.080, 1.851], [-1.020, -0.410, 0.474], [0.109, 0.389, -0.842], [-2.676, 0.904, 1.723], [-1.881, 1.452, 3.270], [-1.494, 2.277, 1.958], [-0.758, -0.782, 2.570], [0.091, 0.660, 2.021], [-0.940, -1.576, 0.280], [-2.074, -0.144, 0.090], [-1.573, -0.434, -3.392], [-0.724, -1.081, -2.345], [-1.345, -1.341, -2.970], [2.252, 1.327, -0.197], [3.675, 0.999, -0.594], [3.227, 1.682, -0.136], [3.023, -1.101, -1.941], [1.909, -2.103, -2.031], [2.879, -2.054, -2.035]], "atomic_forces_ev_per_a": [[3.40, -0.35, -1.15], [0.32, 1.59, 2.47], [-0.65, -1.31, -3.60], [-0.17, -0.26, 0.86], [-2.63, 0.27, -0.40], [-0.87, -0.63, 2.08], [-0.28, -1.09, -0.94], [-0.58, 0.90, -0.29], [0.64, -0.80, -0.59], [-0.06, 2.29, 0.93], [1.35, -0.50, 0.69], [0.60, -2.39, 1.19], [2.20, 1.14, 2.42], [-2.96, 1.14, -3.75], [1.72, 0.84, 0.23], [0.90, -0.99, -0.64], [-2.83, 0.08, 0.44], [-0.14, -0.27, 0.05], [0.21, 0.09, 0.11], [-0.17, 0.23, -0.12]]}